# C4H8N2O

One molecule with the formula C4H8N2O (the ωB97M-V functional and the def2-TZVPD basis, the OMol25 dataset).

## Properties
Total energy = -9301.8876 eV
LUMO level = 0.5985 eV
ΔE to the lowest compared entry with this formula, charge and spin = 4.506 eV
2S+1 = 1
Orbital gap = 8.98 eV

Each line ends with the natural charge from an NBO analysis.
Cartesian coordinates (Å):
1 C -0.345 -0.506 -1.973  -0.8208
2 C 1.053 0.033 -1.844  0.3218
3 O 1.303 0.788 -0.781  -0.5249
4 C 0.659 0.876 0.471  0.5490
5 N 0.599 1.959 1.106  -0.6401
6 C 0.288 -0.435 1.131  -0.3033
7 N -1.147 -0.503 1.382  -0.8223
8 H -1.085 -0.408 -1.167  0.2251
9 H -0.317 -1.524 -2.388  0.2483
10 H -0.661 0.122 -2.823  0.2682
11 H 0.575 -1.260 0.476  0.2044
12 H 0.934 2.761 0.570  0.3594
13 H 0.908 -0.499 2.038  0.2048
14 H -1.391 -1.457 1.603  0.3610
15 H -1.371 0.053 2.199  0.3694